(1)
{"formula": "C5H32N2O10", "method": "ωB97M-V with the def2-TZVPD basis set", "total_charge": 3, "orbital_gap_ha": [0.311, 0.174], "s2": 0.753, "spin_multiplicity": 2, "homo_ha": [-0.7033, -0.7033], "symbols": ["C", "O", "C", "C", "C", "C", "N", "N", "H", "H", "H", "H", "H", "H", "H", "H", "H", "H", "H", "H", "H", "H", "H", "H", "O", "H", "H", "O", "H", "H", "O", "H", "H", "O", "H", "H", "O", "H", "H", "O", "H", "H", "O", "H", "H", "O", "H", "H", "O"], "positions_angstrom": [[2.733, 1.175, -1.145], [4.120, 1.270, -0.908], [1.935, 0.481, 0.003], [0.479, 1.116, -0.033], [-0.467, 0.249, -0.705], [-1.700, 0.005, -0.082], [-2.629, -0.839, -0.806], [2.564, 0.963, 1.277], [2.415, 2.198, -1.232], [2.705, 0.473, -1.985], [4.600, 0.434, -0.924], [1.864, -0.590, -0.114], [0.504, 2.151, -0.466], [0.054, 1.577, 0.871], [-0.419, -0.105, -1.728], [-2.115, 0.179, 0.908], [-2.315, -1.891, -0.879], [-2.680, -0.573, -1.800], [-3.544, -0.758, -0.309], [2.239, 1.896, 1.583], [3.585, 1.026, 1.165], [2.427, 0.184, 1.959], [-4.410, -1.723, -3.582], [-3.204, -2.253, -4.159], [-3.572, -2.103, -3.273], [-3.733, 1.748, 3.889], [-3.044, 0.461, 4.294], [-3.359, 0.948, 3.528], [3.305, -3.824, 0.286], [4.486, -3.110, -0.342], [3.588, -2.955, -0.025], [3.417, -1.453, 3.632], [2.562, -0.322, 4.207], [3.138, -0.543, 3.468], [1.235, 4.018, 0.895], [2.533, 4.313, 1.680], [2.143, 3.716, 1.029], [-0.828, -3.262, -1.315], [-2.121, -4.164, -1.342], [-1.786, -3.267, -1.230], [-1.570, 4.269, -0.049], [-0.825, 4.121, -1.368], [-0.994, 3.679, -0.547], [1.493, -3.084, -1.340], [0.722, -2.400, -2.509], [1.074, -2.270, -1.624], [-5.934, -0.574, -0.279], [-5.500, -0.198, 1.156], [-5.170, -0.389, 0.271]], "forces_ev_per_angstrom": [[1.534, -2.244, -0.181], [0.151, 0.460, 1.293], [-0.198, 3.193, -0.399], [0.262, 0.097, 0.097], [-0.919, 1.766, 0.880], [-1.303, -2.167, -1.043], [0.755, 1.258, 0.537], [-0.260, -2.047, 0.178], [-0.293, 0.228, -0.612], [-1.115, 0.812, -0.588], [-0.198, -0.119, -0.390], [0.507, -0.274, 0.488], [0.163, -0.582, -1.032], [0.142, -1.224, 0.656], [0.764, -0.195, 0.038], [0.823, 0.738, 0.313], [-0.015, -0.601, -0.018], [-0.506, -0.278, -0.137], [-0.891, -0.220, -0.367], [0.024, 0.022, -0.211], [-0.006, 0.158, -0.327], [0.348, 0.790, 0.630], [-0.269, -0.084, 0.556], [0.491, -0.358, 0.304], [-0.234, 0.722, -0.826], [-0.260, 0.419, 0.195], [-0.078, -0.073, 0.156], [0.391, -0.418, -0.535], [0.165, -0.010, 0.159], [0.025, 0.013, -0.032], [-0.258, -0.054, -0.061], [0.124, 0.040, 0.020], [0.120, -0.005, 0.301], [-0.366, -0.134, -0.234], [0.109, 0.355, 0.029], [0.040, 0.183, -0.091], [-0.357, -0.535, 0.138], [0.270, -0.236, 0.071], [-0.183, 0.015, -0.005], [0.068, 0.521, 0.233], [-0.061, 0.108, -0.025], [0.072, 0.589, -0.820], [0.051, -0.678, 0.859], [0.582, -0.201, -0.113], [0.386, -0.267, -0.378], [-0.972, 0.570, 0.327], [-0.311, -0.044, -0.054], [-0.043, -0.014, 0.061], [0.728, 0.004, -0.041]]}


(2)
{"formula": "C7H7NO", "method": "ωB97M-V with the def2-TZVPD basis set", "total_charge": 0, "orbital_gap_ha": 0.358, "homo_ha": -0.3330, "smiles": "CC#CC#CCC(N)=O", "symbols": ["C", "C", "C", "C", "C", "C", "C", "N", "O", "H", "H", "H", "H", "H", "H", "H"], "positions_angstrom": [[4.832, 0.904, -0.038], [3.382, 0.813, -0.145], [2.172, 0.742, -0.236], [0.793, 0.712, -0.314], [-0.420, 0.670, -0.385], [-1.871, 0.605, -0.511], [-2.563, -0.404, 0.404], [-2.232, -1.695, 0.276], [-3.699, -0.152, 0.827], [5.116, 1.609, 0.756], [5.262, -0.079, 0.201], [5.268, 1.252, -0.985], [-2.319, 1.586, -0.294], [-2.149, 0.352, -1.546], [-1.286, -2.002, 0.466], [-3.134, -2.261, 0.277]], "forces_ev_per_angstrom": [[0.232, -0.008, 0.014], [-1.343, -0.085, -0.118], [1.182, 0.199, 0.165], [-1.124, -0.173, -0.057], [1.362, -0.042, -0.093], [0.335, 0.849, 0.710], [-3.432, 0.941, -1.022], [-0.688, -1.699, -0.018], [1.500, 0.466, -0.214], [-0.064, -0.206, -0.230], [-0.089, 0.283, -0.066], [-0.108, -0.101, 0.274], [0.200, -0.269, -0.025], [0.044, -0.141, 0.372], [-0.426, -0.435, -0.403], [2.418, 0.422, 0.712]]}


(3)
{"formula": "C24H27F3O4", "method": "ωB97M-V with the def2-TZVPD basis set", "total_charge": 0, "orbital_gap_ha": 0.262, "homo_ha": -0.3089, "symbols": ["C", "C", "C", "C", "C", "C", "O", "O", "C", "C", "C", "O", "O", "C", "C", "H", "H", "H", "H", "H", "H", "H", "H", "H", "H", "H", "H", "H", "H", "H", "H", "H", "H", "H", "F", "C", "C", "C", "F", "C", "C", "C", "C", "C", "C", "C", "C", "F", "C", "C", "H", "H", "H", "H", "H", "H", "H", "H"], "positions_angstrom": [[5.067, 2.044, 1.415], [3.561, 2.260, 1.457], [2.770, 1.134, 0.796], [1.269, 1.438, 0.816], [0.651, 1.449, 2.091], [-0.262, 2.527, 2.478], [-0.630, 2.815, 3.604], [-0.677, 3.232, 1.386], [-1.459, 4.355, 1.810], [-2.102, 5.023, 0.625], [1.046, 0.539, 3.173], [1.033, 0.781, 4.367], [1.488, -0.669, 2.713], [1.786, -1.493, 3.848], [2.258, -2.851, 3.414], [5.568, 2.928, 1.813], [5.352, 1.185, 2.030], [5.413, 1.877, 0.392], [3.219, 2.344, 2.498], [3.295, 3.207, 0.965], [3.093, 0.998, -0.248], [2.918, 0.182, 1.326], [1.075, 2.393, 0.303], [0.605, 0.527, 0.162], [-2.231, 4.007, 2.509], [-0.795, 5.060, 2.334], [-2.779, 5.790, 1.009], [-1.361, 5.513, -0.015], [-2.692, 4.322, 0.025], [2.558, -0.986, 4.442], [0.874, -1.580, 4.455], [2.373, -3.456, 4.317], [1.542, -3.360, 2.763], [3.234, -2.803, 2.921], [-3.779, -2.898, -0.925], [-2.440, -2.752, -0.631], [-1.830, -3.760, 0.111], [-0.467, -3.590, 0.345], [0.232, -4.629, 0.929], [0.214, -2.429, 0.016], [-0.459, -1.371, -0.638], [0.357, -0.148, -0.877], [-0.025, 0.836, -1.938], [1.047, 1.408, -2.645], [0.830, 2.353, -3.641], [-0.473, 2.733, -3.983], [-1.519, 2.160, -3.269], [-2.806, 2.455, -3.663], [-1.328, 1.287, -2.197], [-1.778, -1.607, -1.078], [-2.370, -4.630, 0.471], [1.279, -2.341, 0.240], [1.369, -0.515, -1.124], [2.066, 1.100, -2.396], [1.690, 2.791, -4.149], [-0.667, 3.464, -4.766], [-2.179, 0.967, -1.601], [-2.293, -0.929, -1.751]], "forces_ev_per_angstrom": [[-0.140, 0.011, 0.022], [-0.442, 0.172, 0.068], [-0.440, -1.406, -0.716], [1.358, 3.251, 4.135], [0.647, -0.067, -0.871], [-0.791, 0.288, 0.543], [0.608, -0.508, -1.250], [-0.105, 0.143, 0.603], [-0.429, 0.446, -0.014], [0.040, 0.110, -0.249], [0.336, 0.026, 0.961], [-0.155, 0.091, -1.334], [-0.404, 0.251, 0.452], [0.211, -0.491, 0.380], [0.144, -0.232, -0.161], [0.091, -0.094, -0.040], [0.018, 0.049, -0.116], [0.036, 0.009, 0.092], [0.105, 0.069, -0.163], [0.095, -0.088, 0.098], [0.075, 0.037, 0.243], [0.285, 0.347, -0.304], [-0.456, -0.813, -0.434], [-1.243, -1.981, -1.904], [0.308, 0.140, -0.120], [-0.277, -0.253, -0.006], [0.024, 0.014, -0.110], [-0.121, -0.121, -0.004], [0.126, 0.057, 0.090], [-0.316, -0.201, -0.033], [0.324, 0.081, -0.077], [0.043, -0.040, -0.092], [0.084, 0.097, 0.043], [-0.150, -0.028, -0.036], [1.282, 0.150, 0.125], [-0.445, -0.131, -0.021], [0.217, 0.356, -0.237], [0.275, -0.388, 0.223], [-0.698, 1.052, -0.437], [-0.159, 0.047, 0.071], [-0.299, -1.046, 0.305], [0.626, 0.054, -0.763], [0.196, 0.535, 0.059], [-0.208, -0.009, -0.161], [-0.153, 0.039, 0.138], [0.130, -0.216, 0.253], [-0.408, 0.087, -0.179], [1.035, -0.108, 0.578], [0.165, 0.081, -0.415], [0.044, 0.016, 0.516], [0.092, 0.129, -0.187], [-0.369, -0.045, 0.087], [-0.309, 0.333, 0.244], [-0.336, 0.081, -0.174], [-0.315, -0.075, 0.041], [-0.045, -0.249, 0.134], [0.184, 0.150, -0.262], [0.012, -0.208, 0.368]]}


(4)
{"formula": "C4H7O2", "method": "ωB97M-V with the def2-TZVPD basis set", "total_charge": -1, "orbital_gap_ha": 0.248, "homo_ha": -0.0996, "smiles": "[O-]/C=C\\CCO", "symbols": ["O", "C", "C", "C", "C", "O", "H", "H", "H", "H", "H", "H", "H"], "positions_angstrom": [[0.413, -2.890, -0.209], [0.253, -1.906, -1.067], [-0.051, -0.599, -0.928], [-0.148, -0.205, 0.495], [0.163, 1.241, 1.002], [-0.577, 2.399, 0.236], [0.492, -2.218, -2.263], [-0.183, 0.207, -1.690], [-1.223, -0.109, 0.927], [0.537, -0.762, 1.095], [-0.261, 1.379, 2.049], [1.298, 1.530, 0.926], [-0.712, 1.934, -0.574]], "forces_ev_per_angstrom": [[-0.482, 2.611, -1.602], [1.465, -3.804, -2.509], [-0.016, 1.651, 0.908], [-2.361, 3.536, 1.544], [0.939, 2.387, -0.718], [1.311, -1.978, 1.845], [-0.672, 0.562, 2.331], [0.257, -1.323, 0.217], [1.054, -1.646, -0.556], [-0.137, -1.048, 0.657], [0.997, -0.302, -1.186], [-1.967, -0.495, 0.315], [-0.389, -0.151, -1.246]]}


Number 1: total energy -29130.3314 eV, molecular weight 280.3 g/mol. Number 2: total energy -10906.6658 eV, molecular weight 121.1 g/mol. Number 3: total energy -41666.2541 eV, molecular weight 436.5 g/mol. Number 4: total energy -8354.8987 eV, molecular weight 87.1 g/mol.